Record 1
# C16H24N3O6

A cluster of 5 separate species, C16H24N3O6 in total (the ωB97M-V functional and the def2-TZVPD basis, OMol25).

Energy relative to the best compared isomer or geometry (same formula, charge and spin)   5.158 eV
Orbital gap   3.41 eV
Total energy   -1239.3633 hartree
LUMO   0.559 eV

```
! RIJCOSX wB97M-V def2-TZVPD def2/J DEFGRID3
* xyz -1 1
N 1.05 1.33 -1.55
H 1.22 0.37 -1.29
H 1.95 1.72 -1.78
H 0.64 1.91 -0.84
H 0.53 1.45 -2.41
C -2.72 2.78 -6.65
C -2.04 1.70 -5.69
O -0.87 2.25 -5.16
H -2.83 3.82 -6.34
H -3.76 2.60 -6.92
H -2.02 2.85 -7.49
H -1.99 0.69 -6.10
H -2.68 1.50 -4.83
C 6.96 0.88 -3.76
C 6.15 1.46 -2.60
O 4.96 2.15 -2.84
H 7.35 -0.10 -3.48
H 7.78 1.53 -4.06
H 6.41 0.79 -4.69
H 6.95 2.08 -2.19
H 6.13 0.72 -1.80
C 2.41 -3.11 -0.93
C 1.10 -3.54 -0.71
C 0.57 -3.40 0.57
C 1.30 -2.70 1.53
C 2.69 -2.33 1.33
C 3.17 -2.59 0.05
N 0.71 -2.56 2.90
O -0.31 -3.18 3.17
O 1.25 -1.86 3.72
H 2.92 -3.25 -1.87
H 0.47 -3.96 -1.47
H -0.43 -3.65 0.90
H 3.31 -1.88 2.09
H 4.18 -2.42 -0.31
C -5.28 0.41 6.80
C -3.92 0.69 6.76
C -3.33 0.63 5.53
C -4.04 0.32 4.35
C -5.49 0.18 4.45
C -6.07 0.11 5.68
N -3.30 0.40 3.06
O -3.86 -0.01 2.08
O -2.24 0.92 2.90
H -5.96 0.54 7.63
H -3.44 0.85 7.72
H -2.29 0.76 5.25
H -6.16 0.02 3.62
H -7.15 0.12 5.68
*
```

Löwdin population analysis, charges in e, atoms 1 to 4: N 0.345; H 0.138; H 0.132; H 0.147



Record 2
# C16H24N4

An isolated molecule of C16H24N4 (the ωB97M-V functional and the def2-TZVPD basis, OMol25).

Energy relative to the best compared isomer or geometry (same formula, charge and spin)   2.923 eV
Orbital gap   9.29 eV
Total energy   -843.0066 hartree
SMILES   C=C(C)[C@H]1CCC(C)=C1CC(C)(C)/C=N\n1cnnc1
LUMO   0.558 eV

```
! RIJCOSX wB97M-V def2-TZVPD def2/J DEFGRID3
* xyz 0 1
C 2.36 -1.47 2.48
C 1.17 -0.90 2.38
C 0.73 0.18 3.32
C 0.19 -1.30 1.30
C -1.16 -1.80 1.85
C -2.12 -0.63 1.65
C -1.44 0.26 0.63
C -2.28 1.37 0.07
C -0.18 -0.11 0.43
C 0.98 0.40 -0.38
C 0.78 1.44 -1.50
C 0.66 2.84 -0.88
C 2.02 1.44 -2.41
C -0.38 1.18 -2.43
N -0.99 0.14 -2.80
N -0.73 -1.11 -2.33
C 0.36 -1.92 -2.48
N 0.11 -3.10 -1.99
N -1.13 -3.10 -1.51
C -1.65 -1.93 -1.73
H 3.07 -1.19 3.24
H 2.68 -2.25 1.80
H -0.08 -0.18 3.95
H 0.36 1.04 2.77
H 1.55 0.49 3.96
H 0.66 -2.08 0.69
H -1.08 -2.11 2.89
H -1.48 -2.65 1.26
H -3.10 -0.96 1.30
H -2.29 -0.07 2.57
H -3.27 0.99 -0.17
H -1.86 1.82 -0.82
H -2.41 2.15 0.83
H 1.70 0.82 0.32
H 1.47 -0.48 -0.81
H 1.61 3.13 -0.46
H -0.08 2.86 -0.08
H 0.38 3.58 -1.63
H 2.91 1.60 -1.80
H 2.13 0.50 -2.93
H 1.95 2.24 -3.14
H -0.73 2.06 -2.96
H 1.26 -1.62 -2.97
H -2.64 -1.61 -1.47
*
```

Löwdin population analysis, charges in e, atoms 1 to 4: C 0.057; C -0.338; C -0.039; C -0.244



Among the records above, which one has the lowest energy relative to the best compared isomer or geometry (same formula, charge and spin)? C16H24N4